# 1
Entry from the Open Molecules 2025 dataset: 8 unconnected molecules or ions with the total composition C51H65BNS2 (ωB97M-V/def2-TZVPD).

XYZ file:
```
120
Properties=species:S:1:pos:R:3
C 3.5490 -2.3939 0.4299
C 2.2801 -2.1361 1.2499
C 2.3235 -0.8294 2.0681
N 1.0500 -0.1555 2.2268
B 0.5459 0.6382 0.9873
C -1.0595 0.8871 1.2049
S -2.0257 1.2998 -0.2927
C -1.8272 -0.2413 -1.2239
C -3.1586 -0.9541 -1.5267
C 1.3641 2.0697 0.9034
S 1.4551 2.8729 -0.7309
C 3.0783 2.3747 -1.3490
C 3.4222 0.8978 -1.1574
H 3.4572 -1.9854 -0.5784
H 3.7783 -3.4586 0.3384
H 4.4172 -1.9164 0.8944
H 2.1093 -2.9819 1.9266
H 1.4116 -2.0749 0.5882
H 3.0173 -0.1410 1.5710
H 2.7699 -1.0472 3.0508
H 0.3561 -0.8493 2.4897
H 0.7128 0.0333 -0.0926
H -1.2810 1.7019 1.9037
H -1.5388 -0.0102 1.6245
H -1.1904 -0.8606 -0.5952
H -1.2617 -0.0448 -2.1359
H -3.9724 -0.2345 -1.4258
H -3.3232 -1.7403 -0.7862
H -3.1558 -1.3937 -2.5258
H 0.8708 2.8316 1.5199
H 2.3802 1.9851 1.3043
H 3.0375 2.5911 -2.4217
H 3.8682 3.0140 -0.9404
H 2.5274 0.2826 -1.2694
H 4.1640 0.5759 -1.8957
H 3.8384 0.7004 -0.1688
C -4.1154 2.2205 3.0438
C -3.2686 3.2478 3.4379
C -3.3128 3.7252 4.7405
C -4.2017 3.1740 5.6539
C -5.0462 2.1444 5.2622
C -5.0030 1.6699 3.9578
H -4.0640 1.8457 2.0280
H -2.5675 3.6662 2.7272
H -2.6470 4.5227 5.0459
H -4.2318 3.5425 6.6721
H -5.7387 1.7104 5.9732
H -5.6630 0.8670 3.6519
C -4.6780 -2.0504 -5.0712
C -4.8342 -3.1906 -4.2964
C -4.7024 -4.4459 -4.8741
C -4.4140 -4.5610 -6.2270
C -4.2579 -3.4202 -7.0019
C -4.3899 -2.1650 -6.4240
H -4.7722 -1.0728 -4.6159
H -5.0488 -3.0983 -3.2391
H -4.8197 -5.3354 -4.2677
H -4.3057 -5.5402 -6.6763
H -4.0268 -3.5091 -8.0559
H -4.2614 -1.2748 -7.0263
C 8.1191 3.0185 -3.1919
C 7.2171 3.0088 -4.2477
C 5.9967 3.6595 -4.1252
C 5.6814 4.3267 -2.9495
C 6.5851 4.3425 -1.8965
C 7.8023 3.6864 -2.0169
H 9.0631 2.4955 -3.2813
H 7.4604 2.4829 -5.1625
H 5.2846 3.6375 -4.9406
H 4.7218 4.8163 -2.8431
H 6.3314 4.8475 -0.9730
H 8.4955 3.6857 -1.1856
C -1.0601 2.6993 -6.0234
C -0.7158 2.6140 -4.6811
C 0.6063 2.4020 -4.3138
C 1.5819 2.2745 -5.2937
C 1.2395 2.3603 -6.6370
C -0.0829 2.5732 -7.0024
H -2.0922 2.8642 -6.3082
H -1.4709 2.7100 -3.9107
H 0.8599 2.3358 -3.2628
H 2.6127 2.1025 -5.0064
H 2.0020 2.2589 -7.3998
H -0.3522 2.6386 -8.0496
C -1.8250 -6.8253 0.3135
C -0.7668 -6.2125 0.9723
C -0.3894 -4.9197 0.6333
C -1.0750 -4.2389 -0.3623
C -2.1333 -4.8510 -1.0204
C -2.5082 -6.1447 -0.6857
H -2.1169 -7.8339 0.5792
H -0.2349 -6.7433 1.7519
H 0.4363 -4.4389 1.1425
H -0.7846 -3.2319 -0.6358
H -2.6589 -4.3144 -1.8012
H -3.3321 -6.6222 -1.2018
C -7.8276 -1.8738 8.6071
C -6.7546 -1.0059 8.7581
C -5.9387 -0.7162 7.6733
C -6.1953 -1.2922 6.4368
C -7.2678 -2.1603 6.2862
C -8.0838 -2.4511 7.3711
H -8.4645 -2.1000 9.4530
H -6.5544 -0.5544 9.7216
H -5.0999 -0.0413 7.7879
H -5.5572 -1.0629 5.5927
H -7.4671 -2.6098 5.3218
H -8.9201 -3.1286 7.2530
C 6.0006 1.6152 3.2058
C 7.3755 1.5182 3.3722
C 8.2112 1.5332 2.2633
C 7.6693 1.6470 0.9902
C 6.2945 1.7437 0.8229
C 5.4598 1.7274 1.9322
H 5.3458 1.5991 4.0677
H 7.7959 1.4288 4.3663
H 9.2839 1.4549 2.3916
H 8.3185 1.6552 0.1237
H 5.8725 1.8321 -0.1704
H 4.3864 1.7985 1.8045
```

HOMO level: -4.232 eV
2S+1: 1
Net charge: -1
Max |F|: 0.50 eV Å⁻¹
HOMO-LUMO gap: 6.60 eV

Results of the Mulliken charge analysis, in e, for atoms 1 through 8: atom 1 (C): -1.412, atom 2 (C): 0.739, atom 3 (C): -0.180, atom 4 (N): -0.607, atom 5 (B): 0.491, atom 6 (C): -0.357, atom 7 (S): -0.246, atom 8 (C): 0.567

=====

# 2
Entry from the Open Molecules 2025 dataset: C5H7NO2 in the gas phase (ωB97M-V/def2-TZVPD).

XYZ file:
```
15
Properties=species:S:1:pos:R:3
C 0.7025 1.1737 1.0390
C 0.2231 0.4353 -0.2596
C 1.0962 -0.6874 -0.5902
C 0.2164 -1.7183 -0.9765
C -1.2037 -0.2986 0.0099
H 2.2686 2.4772 0.9945
H -0.0774 1.8459 1.3790
H 1.0905 0.5146 1.7718
H 0.1539 1.1299 -1.0161
H 2.3041 -0.9202 -0.7320
H 0.5126 -2.6723 -1.2669
H -1.8959 -2.0999 -0.2444
N -1.1940 -1.4309 -0.6186
O 1.7873 1.8549 0.3248
O -2.0631 0.1841 0.6887
```

HOMO level: -8.838 eV
SMILES: O=C1NC=C[C@@H]1CO
2S+1: 1
Max |F|: 5.70 eV Å⁻¹
HOMO-LUMO gap: 9.67 eV

Results of the natural (NBO) charge analysis, in e, for atoms 1 through 8: atom 1 (C): -0.054, atom 2 (C): -0.369, atom 3 (C): -0.219, atom 4 (C): -0.039, atom 5 (C): 0.694, atom 6 (H): 0.469, atom 7 (H): 0.193, atom 8 (H): 0.173

=====

# 3
Entry from the Open Molecules 2025 dataset: C3H7N3S in the gas phase (ωB97M-V/def2-TZVPD).

XYZ file:
```
14
Properties=species:S:1:pos:R:3
C 0.4353 -1.7478 -0.1936
C 1.5204 -0.7598 0.1653
C -2.0560 0.6938 0.1256
N -0.7149 -1.2849 -0.0167
N 1.3000 1.5809 -0.7549
N -0.7960 -0.0195 0.4320
S 0.8246 0.8333 0.5491
H 0.6499 -2.7943 -0.3011
H 2.1835 -1.2017 0.9261
H 2.2349 -0.5647 -0.6606
H -1.7509 1.3757 -0.6792
H -2.8420 -0.0271 -0.2263
H -2.4010 1.3419 1.0512
H 1.4121 2.5741 -0.4166
```

HOMO level (spin up / spin down): -4.746 / -8.870 eV
2S+1: 3
Max |F|: 11.80 eV Å⁻¹
HOMO-LUMO gap (spin up / spin down): 5.39 / 7.22 eV

Results of the natural (NBO) charge analysis, in e, for atoms 1 through 8: atom 1 (C): -0.021, atom 2 (C): -0.696, atom 3 (C): -0.444, atom 4 (N): -0.387, atom 5 (N): -1.048, atom 6 (N): -0.271, atom 7 (S): 1.136, atom 8 (H): 0.192

=====

# 4
Entry from the Open Molecules 2025 dataset: 2 unconnected molecules or ions with the total composition C5H10O2 (ωB97M-V/def2-TZVPD).

XYZ file:
```
17
Properties=species:S:1:pos:R:3
C 2.5942 -0.8511 1.2422
C 1.3229 -0.7727 0.9067
C 0.8272 0.4024 0.1056
C -0.4884 0.7823 0.1070
O -1.3782 0.0184 0.9609
C -1.3448 1.6384 -0.7256
H 3.0141 -1.6831 1.8373
H 3.4347 -0.1598 0.8948
H 0.6573 -1.4874 1.3596
H 1.5305 0.8812 -0.6097
H -0.9676 -0.1788 1.8205
H -0.7014 2.0465 -1.4396
H -1.8428 2.3536 -0.1170
H -2.0846 1.1044 -1.2867
H -1.4190 -1.5073 -0.8357
H -1.6781 -0.8914 -2.3541
O -1.4759 -1.6954 -1.8661
```

HOMO level: -8.672 eV
SMILES: C=C/C=C(/C)O.O
2S+1: 1
Max |F|: 3.68 eV Å⁻¹
HOMO-LUMO gap: 9.42 eV

Results of the natural (NBO) charge analysis, in e, for atoms 1 through 8: atom 1 (C): -0.360, atom 2 (C): -0.242, atom 3 (C): -0.314, atom 4 (C): 0.338, atom 5 (O): -0.749, atom 6 (C): -0.661, atom 7 (H): 0.198, atom 8 (H): 0.195

=====

These records have ΔE to the lowest compared entry with this formula, charge and spin values of 7.5 209.4 238.9 269.5 kJ/mol, in the order they appear.